This record from the OMol25 dataset describes a cluster of 7 separate species, C40H76F3NO19 in total in a non-equilibrium geometry. The level of theory is the ωB97M-V functional and the def2-TZVPD basis.

Geometry as XYZ:
```
139
Properties=species:S:1:pos:R:3:forces:R:3:lowdin_charge:R:1
C 0.252790 -5.084194 0.426642 -0.744 -0.359 0.489 -0.11
C 1.324392 -4.976761 -0.809937 0.183 -1.218 1.915 -0.22
O 0.752694 -4.556137 -2.098481 -2.661 2.339 1.590 -0.15
C -0.401438 -3.659358 -1.936894 -2.812 0.877 0.157 -0.05
C -0.228209 -2.027698 -1.613252 -2.675 -1.720 -0.167 0.03
C 1.310687 -1.468217 -1.535483 0.014 0.020 -0.344 -0.12
C 1.666890 -0.591699 -0.196721 -1.864 -0.405 0.173 -0.15
O 3.122393 -0.506850 0.063510 0.386 0.173 -3.671 -0.13
C 3.885756 -0.268314 -1.173657 1.180 5.060 -3.565 -0.28
C 4.772389 -1.483334 -1.905226 -0.075 -0.145 0.143 -0.01
O 3.977468 0.937949 -1.799187 -1.173 -7.644 4.662 -0.03
C -1.595818 -1.104896 -1.429333 -0.448 -2.705 -0.842 -0.04
O -1.467824 0.339810 -1.153253 -0.852 -3.051 -1.415 -0.05
C -3.107259 -1.810576 -1.545695 2.048 -1.872 -0.179 0.03
C -4.523288 -0.966590 -1.380338 -0.010 -2.432 -1.322 -0.13
O -4.430176 0.195594 -0.483320 -3.766 -0.491 1.172 -0.05
C -5.668538 0.392165 0.287498 0.611 1.314 -0.100 -0.24
F -5.598602 -0.455367 1.500624 -0.914 2.958 -4.155 0.05
F -6.921309 0.165168 -0.517006 4.321 0.428 3.104 0.03
F -5.704830 1.846712 0.677261 0.083 -5.380 -1.106 0.03
C -3.240782 -3.409668 -1.878722 3.576 1.072 -0.053 0.03
C -1.903958 -4.333930 -2.090445 -0.094 3.401 0.587 0.05
C -2.379201 -5.863010 -2.441213 2.699 -1.345 -0.447 -0.23
O -1.592963 -6.904276 -2.744757 -5.671 6.399 2.077 -0.01
N -3.888477 -5.749506 -2.341020 0.801 0.581 0.533 0.09
C -4.528288 -4.401985 -2.087206 -2.586 -0.042 0.458 -0.21
O -5.847355 -4.202410 -2.032419 8.347 -1.075 -0.179 -0.02
H 0.674459 -5.690999 1.361753 -0.532 1.294 -2.262 0.10
H -0.719701 -5.664583 0.086822 2.062 1.172 0.579 0.08
H -0.103681 -4.048190 0.856950 0.816 -1.932 -1.080 0.08
H 1.739949 -6.082678 -0.981923 -0.759 2.670 0.167 0.15
H 2.173267 -4.245353 -0.472106 -1.417 -1.392 -0.815 0.11
H 2.088055 -2.364032 -1.571088 -2.052 1.710 -0.003 0.10
H 1.492547 -0.822809 -2.501855 -0.347 -1.164 1.892 0.14
H 1.199579 -1.171584 0.724121 1.207 1.302 -1.803 0.15
H 1.169971 0.467399 -0.253910 1.153 -1.979 0.048 0.14
H 4.813875 -1.291342 -3.067006 -0.374 -0.085 2.493 0.10
H 5.909603 -1.473974 -1.544615 -2.696 -0.010 -0.497 0.10
H 4.296301 -2.550250 -1.728416 1.073 2.268 -0.123 0.09
H -2.151520 0.878918 -1.659701 0.982 -1.368 0.879 0.13
H -5.321359 -1.771398 -1.006657 1.778 1.873 -0.725 0.15
H -4.846803 -0.657095 -2.473370 0.600 -0.259 2.342 0.16
H -4.419086 -6.603548 -2.054238 0.569 1.155 -0.726 0.15
C 5.772521 6.168003 -1.186127 -0.298 0.017 -0.014 -0.11
O 4.649936 5.307663 -1.025760 0.487 0.036 0.238 -0.19
C 5.028977 3.996238 -0.597464 -0.622 0.035 0.168 -0.18
C 4.792390 3.810488 0.905129 0.620 0.040 -0.314 -0.18
O 5.664096 4.644571 1.674268 -0.419 0.191 -0.136 -0.21
C 5.005762 5.811061 2.158690 0.121 -0.117 0.100 -0.10
H 5.407722 7.196600 -1.264196 -0.047 -0.164 -0.025 0.09
H 6.460234 6.107356 -0.337241 -0.026 -0.060 -0.043 0.07
H 6.301425 5.913578 -2.108592 0.154 0.025 0.005 0.09
H 6.072052 3.785247 -0.862100 -0.039 0.071 0.136 0.13
H 4.396205 3.288210 -1.142288 0.082 0.009 0.088 0.10
H 5.024708 2.774716 1.171995 -0.031 -0.001 -0.054 0.11
H 3.744929 3.996299 1.165077 0.053 0.073 -0.083 0.13
H 4.355990 5.543136 3.000414 -0.052 0.145 -0.077 0.09
H 4.415347 6.301533 1.379333 0.019 -0.108 0.062 0.07
H 5.766764 6.513336 2.511785 -0.013 -0.167 -0.029 0.09
C 1.447678 11.413524 2.951462 0.122 0.139 -0.129 -0.11
O 2.867529 11.422323 3.051686 -0.236 -0.448 0.174 -0.20
C 3.353153 10.426276 3.956674 0.360 0.140 -0.506 -0.19
C 3.883150 9.200776 3.204665 -0.596 -0.087 0.334 -0.20
O 2.827276 8.509366 2.530705 0.280 0.401 -0.175 -0.20
C 2.792168 8.804703 1.137755 -0.093 -0.164 0.066 -0.10
H 1.162001 12.007220 2.077906 0.147 -0.041 0.143 0.09
H 1.051607 10.401117 2.827390 0.063 0.048 0.043 0.08
H 1.013660 11.872934 3.843642 -0.125 -0.045 0.027 0.09
H 2.577285 10.142156 4.677686 0.041 -0.066 -0.147 0.13
H 4.178698 10.879104 4.515208 -0.008 -0.044 -0.002 0.12
H 4.310366 8.501139 3.929929 0.013 0.032 0.021 0.12
H 4.675863 9.481324 2.503114 -0.090 0.093 0.011 0.13
H 3.602584 8.269633 0.628430 -0.046 0.107 -0.097 0.07
H 2.880758 9.877676 0.944277 0.031 -0.055 0.060 0.09
H 1.835283 8.457238 0.736968 0.156 -0.033 0.146 0.09
C 7.841138 -1.011601 3.975187 -0.178 -0.016 0.145 -0.11
O 6.535283 -0.559797 3.633549 0.321 -0.108 -0.417 -0.19
C 6.479200 -0.013337 2.312496 -0.492 -0.283 0.181 -0.18
C 5.881819 -1.015963 1.319450 0.646 0.135 0.178 -0.20
O 6.741054 -2.146461 1.143867 -0.307 0.020 0.304 -0.20
C 6.298338 -3.280400 1.883429 0.138 0.002 -0.185 -0.10
H 7.764986 -1.633316 4.872325 -0.087 0.148 -0.114 0.09
H 8.290431 -1.609103 3.176211 -0.045 0.072 0.013 0.08
H 8.480266 -0.152945 4.197985 0.130 -0.027 -0.025 0.09
H 7.470879 0.322463 1.986363 -0.073 -0.125 -0.018 0.13
H 5.827460 0.865084 2.358854 0.018 -0.028 -0.034 0.11
H 5.789790 -0.530709 0.342684 0.076 0.078 0.205 0.09
H 4.880865 -1.331570 1.632113 0.145 0.054 0.052 0.12
H 5.435003 -3.732457 1.380654 -0.022 -0.041 0.123 0.08
H 6.030822 -3.019785 2.911566 -0.007 0.039 -0.087 0.09
H 7.111724 -4.011595 1.910767 -0.085 0.162 -0.103 0.09
C -10.053310 -5.279144 -4.888643 0.172 -0.146 -0.163 -0.11
O -8.786152 -5.833999 -4.553163 -0.434 0.075 0.316 -0.19
C -8.460030 -5.645083 -3.172982 0.373 -0.554 -0.258 -0.19
C -8.707765 -6.921442 -2.361935 -0.359 0.610 0.071 -0.18
O -10.102256 -7.236331 -2.303786 0.504 -0.345 -0.550 -0.24
C -10.460406 -8.269411 -3.216606 -0.112 0.018 0.178 -0.10
H -10.350168 -5.669156 -5.866882 0.144 0.039 0.124 0.09
H -10.824235 -5.547130 -4.159882 0.070 0.028 0.003 0.08
H -9.971502 -4.190953 -4.956176 -0.122 0.067 0.034 0.09
H -9.013965 -4.796760 -2.753390 -0.018 -0.147 0.008 0.13
H -7.393366 -5.402661 -3.128298 -0.218 -0.034 0.041 0.09
H -8.375619 -6.753670 -1.332593 0.023 0.028 -0.020 0.12
H -8.134423 -7.762521 -2.765839 -0.055 0.066 -0.096 0.12
H -10.123419 -9.237236 -2.826427 -0.020 -0.002 -0.132 0.09
H -10.033590 -8.104131 -4.210116 0.017 0.024 0.090 0.09
H -11.550737 -8.286589 -3.305345 0.144 0.052 0.118 0.09
C -13.306217 -8.123724 1.480984 -0.134 -0.081 -0.158 -0.11
O -14.477977 -7.467405 1.009472 0.375 0.294 0.213 -0.20
C -14.585999 -6.129342 1.504310 -0.223 -0.097 -0.599 -0.20
C -14.156529 -5.107398 0.446269 0.516 -0.055 0.535 -0.20
O -12.758566 -5.213229 0.160544 -0.609 -0.246 -0.124 -0.19
C -12.507575 -5.919824 -1.050444 0.384 0.168 0.176 -0.11
H -13.153840 -9.026050 0.881172 -0.130 0.145 0.061 0.09
H -12.417441 -7.492124 1.389372 -0.090 0.000 0.006 0.08
H -13.444549 -8.417109 2.525112 0.109 -0.013 0.079 0.08
H -14.008877 -6.007049 2.428716 0.045 0.023 -0.156 0.12
H -15.641065 -5.963081 1.744581 0.022 0.025 0.001 0.12
H -14.325934 -4.100670 0.841001 -0.049 -0.018 0.023 0.12
H -14.750581 -5.213006 -0.467637 0.022 -0.118 0.066 0.12
H -12.735562 -5.273663 -1.906589 -0.041 -0.094 -0.071 0.09
H -13.095140 -6.840096 -1.116916 -0.032 0.053 0.027 0.09
H -11.445939 -6.182452 -1.081178 -0.404 0.170 0.073 0.07
C 9.136165 4.688348 1.286974 -0.105 -0.114 0.002 -0.10
O 9.483918 4.915975 -0.074405 0.104 0.472 0.165 -0.20
C 9.542608 6.309513 -0.393077 0.417 -0.463 -0.279 -0.20
C 10.989612 6.812670 -0.428800 -0.383 0.219 0.536 -0.19
O 11.584392 6.773623 0.871913 -0.023 -0.412 -0.343 -0.20
C 12.440872 5.647994 1.039741 0.016 0.191 0.104 -0.11
H 9.352213 3.642642 1.525736 -0.028 0.121 -0.146 0.09
H 9.708414 5.325101 1.968378 0.016 -0.010 -0.084 0.09
H 8.066389 4.865272 1.427299 -0.001 -0.019 0.127 0.07
H 8.937606 6.896357 0.308449 0.150 -0.032 0.020 0.12
H 9.105855 6.426655 -1.390105 0.019 0.041 0.000 0.12
H 10.989787 7.859585 -0.748144 -0.022 -0.018 -0.019 0.12
H 11.587250 6.243088 -1.148300 -0.100 -0.070 0.062 0.12
H 13.382511 5.820101 0.504782 -0.019 -0.129 0.018 0.09
H 11.977618 4.723960 0.681818 -0.002 0.082 -0.017 0.08
H 12.657745 5.537397 2.106382 -0.060 0.131 -0.154 0.09
```
Forces are in eV/Å.

## Properties
- gap between HOMO and LUMO (eV) = 6.99
- molar mass (g/mol) = 932.0
- DFT total energy (a.u.) = -3352.7848
- maximum force (eV/Å) = 9.03
- HOMO level (eV) = -9.03
- SMILES = CCOc1c(CCOC(C)=O)c(O)c(COC(F)(F)F)c2c1C(=O)NC2=O.COCCOC.COCCOC.COCCOC.COCCOC.COCCOC.COCCOC